The following is a quantum chemistry calculation of 12 unconnected molecules or ions with the total composition C42H117N9O12, from the OMol25 dataset.

2S+1: 1
energy above the lowest of the compared OMol25 structures with the same formula, charge and spin: 113.5 kJ/mol
structure (SMILES): COC[C@H](C)N.COC[C@H](C)N.COC[C@H](C)N.COC[C@H](C)N.COC[C@H](C)N.COC[C@H](C)N.COC[C@H](C)N.COC[C@H](C)N.COC[C@H](C)N.CCO.CCO.CCO
LUMO energy: 0.49 eV

CARTESIAN COORDINATES (ANGSTROEM)
C  2.1006  -4.8199  -4.4834
C  -1.7752  2.0010  0.3665
H  -0.3153  -6.1264  -2.7162
H  3.2666  6.2821  4.0247
C  0.1678  -5.3065  -3.2455
H  -1.5102  4.7415  3.7655
N  3.4035  -3.6369  3.1055
C  -4.9000  -4.2236  -2.9176
N  4.1186  -4.4820  -5.8228
H  5.0818  4.3879  3.9263
H  -1.4118  0.7998  3.5798
O  1.3793  -5.7881  -3.7638
H  3.8102  5.3235  1.2591
O  1.1381  -1.1897  4.7838
H  -4.7882  4.1841  2.1015
C  -3.0553  -1.0384  -3.3302
C  -1.4820  1.7812  4.0525
H  2.6781  -5.3819  -1.4115
H  0.5051  1.8028  -4.5443
H  -5.9809  -4.3028  -2.8511
C  -5.0403  1.5989  0.1832
C  -4.6660  1.7426  -1.2979
C  4.1923  -5.6138  0.0585
N  -0.6479  5.2783  3.8493
H  -0.0939  -7.2009  1.7421
C  3.2261  -5.5108  -5.2557
H  -2.8992  3.1017  -2.9334
H  4.6558  3.8090  1.4724
N  6.2574  5.4406  2.6002
H  2.1847  3.9150  0.5855
C  4.4713  0.7332  -2.7188
H  4.8626  6.7522  4.5035
H  5.0219  0.6759  -0.5596
O  -0.3865  2.1427  0.1948
H  -2.6734  0.0194  5.2771
C  0.1270  1.3902  -0.8919
H  2.1867  0.3231  5.8602
H  1.1921  -4.5977  4.1623
C  -2.8087  -3.6364  -0.0257
C  2.7449  -5.3747  -0.3188
H  -0.2891  -8.0046  0.1705
C  4.0436  4.5548  2.0034
C  1.2703  -0.4900  0.3594
H  -5.0683  -0.3175  -3.6566
O  2.1103  0.5996  -5.0019
H  -0.7561  -0.5753  -0.3877
H  1.3609  6.2940  2.4163
N  -3.3898  0.7348  5.2297
H  0.6920  -1.7155  -1.9064
C  -0.3716  -7.0445  0.6885
H  -4.0475  4.4689  -2.9996
H  -1.7052  0.3107  -4.0219
H  -1.2157  4.7410  -0.9390
C  -4.5528  4.7561  3.0066
O  -1.6670  6.2525  0.4542
H  1.2901  -0.8364  6.8161
H  1.3043  3.7760  -5.6570
H  1.5189  -0.3960  -2.1783
H  -0.9968  -2.7625  -0.7280
H  -0.8026  -3.8282  0.7424
H  -5.1653  0.0395  1.7546
H  4.5317  -6.6088  -0.2474
C  1.5930  1.8678  -4.6790
H  1.3544  -3.9687  0.2296
H  0.4007  0.3245  5.9246
H  -0.6287  1.8117  4.7342
N  -6.3880  2.1051  0.4127
H  1.1132  1.8262  -1.0616
C  0.5673  7.0112  2.6330
H  3.7502  -1.0060  -2.2001
H  -2.8137  -4.5615  -0.6174
H  -4.4316  -3.8371  0.9814
O  3.4009  -0.2058  -2.6112
C  -1.4294  -3.1102  0.2128
H  1.5157  -1.5499  0.3657
H  1.4359  2.4431  -6.7366
O  0.4826  -6.0718  0.1379
H  3.5105  -7.2300  -3.9337
C  4.9238  5.1097  3.1211
H  -3.1757  -2.8344  -4.4327
C  1.2886  -0.3004  5.8561
H  2.7120  -2.4147  5.4039
H  -3.1060  -0.7585  -2.2659
H  4.8872  -4.8861  -0.3610
H  0.8031  7.5185  3.5696
H  -2.6014  -3.0962  -2.7725
H  -3.9888  0.4149  4.4677
H  -4.2159  -0.5661  -5.1014
H  -1.0484  -0.8506  -3.0910
H  -2.1078  2.5725  1.2348
C  -3.8721  2.7495  3.9831
H  -7.1228  1.5859  -0.0506
H  -1.4391  -2.1952  0.8130
H  0.4938  7.7841  1.8654
H  -4.5228  -4.7870  -3.7749
C  -1.9427  5.5287  -0.7144
H  0.3357  -4.5043  -2.5182
H  -0.7862  5.7680  4.7290
H  4.3890  -5.6050  1.1351
C  -3.9556  3.3921  -2.8788
H  2.5478  -4.0287  -3.8740
H  -0.5391  1.5783  -1.7451
H  -6.4705  3.0521  0.0546
H  -0.1937  5.0224  1.1039
H  0.7423  -4.1901  2.4381
H  -1.5615  6.9638  2.9209
C  -3.3229  -2.5368  -3.3825
H  3.3828  -4.4042  3.7745
H  -4.3070  2.2042  0.7236
H  -4.5168  2.8751  -3.6585
H  1.0548  -0.1232  1.3693
H  3.0396  -1.1557  4.1619
N  0.5597  -0.7072  -1.9705
C  4.2808  6.3933  3.6450
H  2.9060  3.0486  -6.0154
H  -4.4320  -4.6522  -2.0262
H  -3.3329  -2.9047  -0.6566
H  1.4293  -4.4167  -5.2551
C  -0.7471  6.2455  2.7399
H  -4.2671  5.7717  2.7469
H  -0.5727  -4.9329  -3.9618
H  -4.0306  -0.3001  0.4414
H  2.4711  2.3895  1.4819
H  -3.6780  1.2566  -1.3679
H  -4.8597  2.7425  4.4527
H  -2.9443  5.0822  -0.6963
H  -1.1971  2.5462  3.3254
H  4.2951  7.2071  2.9191
H  -5.7405  -0.4421  0.1687
H  -5.4835  4.8068  3.5835
H  6.7627  6.0027  3.2771
H  -1.7982  4.6449  1.7349
H  -3.9441  2.2440  3.0058
H  1.9977  2.2779  -3.7452
C  2.1775  -2.8557  3.3100
H  2.7510  -3.8928  1.0690
H  2.8852  -6.1743  -6.0554
O  -3.5312  4.1006  3.7229
O  -3.4964  -3.9000  1.2002
H  -5.3741  1.2675  -1.9764
C  -2.8100  2.0278  4.7781
C  -1.1194  5.4716  1.4931
H  0.1507  -3.2731  3.8272
N  -1.7190  -0.6848  -3.8468
H  1.0303  3.3576  1.8494
H  5.6162  2.0766  -1.5805
H  3.5929  -3.8664  -6.4360
C  1.8414  -6.4406  0.3154
C  0.1948  -0.1192  -0.6629
C  -4.9917  0.1635  0.6886
C  4.0537  -6.3398  -4.2576
H  -2.3417  2.4393  -0.4638
H  1.9909  -7.4444  -0.0934
H  -2.0615  0.9685  0.5889
H  4.2711  -5.7504  -3.3665
C  1.8556  2.8458  -5.8100
H  4.7878  -4.9852  -6.3945
H  -3.7774  0.8471  -4.2121
H  2.1695  0.0717  0.0881
H  2.3533  0.1369  -4.1848
H  -1.4011  -6.6927  0.7529
O  2.8667  4.0270  2.5620
H  5.3819  0.2553  -3.1004
H  -1.9434  6.2504  -1.5324
C  1.0105  -3.8144  3.4232
H  3.9087  1.9097  -1.0962
N  2.3622  -4.0451  0.1355
O  -4.4137  3.1090  -1.5712
C  2.3223  -1.9135  4.5106
C  4.8152  1.3658  -1.3748
H  -2.6316  2.5653  5.7135
O  -4.6439  -2.8375  -3.0104
H  2.1246  -6.4378  1.3768
H  6.8248  4.6023  2.5189
C  -4.0704  -0.1899  -4.0809
H  4.9737  -6.7372  -4.6923
C  2.0687  3.4046  1.5439
H  2.0983  -2.2112  2.4313
H  4.2590  -3.1407  3.3444
H  4.2445  1.5039  -3.4524

The following is a quantum chemistry calculation of 14 unconnected molecules or ions with the total composition C42H119N7O14, from the OMol25 dataset.

2S+1: 1
energy above the lowest of the compared OMol25 structures with the same formula, charge and spin: 369.5 kJ/mol
LUMO energy: 0.28 eV

CARTESIAN COORDINATES (ANGSTROEM)
C  -14.7616  -16.7182  -7.3082
H  -13.3366  -16.4012  2.1514
H  -16.7645  -13.3366  -10.6921
H  -22.5836  -14.5251  -5.7012
C  -11.2269  -11.5653  -1.9945
H  -18.4035  -12.6675  -15.0684
H  -17.5898  -16.0457  -2.7428
H  -7.1257  -21.6267  -5.7380
C  -11.6625  -10.8699  -3.2613
O  -17.8055  -12.6618  -12.4787
H  -10.4024  -12.3421  -10.8097
H  -14.6375  -19.3134  -0.9585
H  -5.8908  -20.4820  -6.2826
C  -11.9757  -13.8466  -12.4917
H  -6.2173  -17.5470  -3.5154
H  -13.0008  -18.3389  -2.6931
N  -21.8221  -13.2295  -3.4815
H  -17.5125  -15.5879  -4.4428
H  -5.5240  -21.4680  -4.9360
H  -17.5919  -16.6892  -10.1891
H  -12.7029  -14.0365  -3.7040
H  -22.1114  -15.2441  -3.3895
H  -21.0527  -12.6005  -3.6617
N  -9.7970  -14.5108  -0.5239
H  -18.8309  -17.0758  -6.7443
H  -12.1109  -11.7773  -1.3931
H  -18.1862  -16.0928  -8.0330
C  -16.9356  -12.4972  -11.3661
H  -13.7807  -19.0889  -5.7594
H  -12.6961  -15.7407  -3.3200
C  -12.7831  -15.0311  -4.1428
H  -13.9433  -12.6980  -2.3251
H  -19.6835  -13.9779  -13.7580
C  -17.7363  -13.9775  -13.0067
H  -19.8588  -12.1133  -7.3031
C  -9.4415  -17.4281  -4.3602
H  -18.8244  -10.8639  -6.5987
H  -10.8099  -10.8675  -3.9404
H  -7.1519  -16.2540  -3.5504
C  -20.8861  -19.1770  -6.0135
H  -12.7448  -10.5905  -11.1966
C  -13.5304  -16.8126  1.1608
H  -12.0533  -9.8717  -3.0639
H  -11.8878  -15.2181  -4.7357
H  -16.8361  -12.4667  -3.2242
O  -20.9559  -19.4575  -7.3896
C  -21.5528  -14.6811  -5.3830
H  -13.7397  -21.1124  -7.3556
H  -10.3506  -18.0169  -4.2375
H  -8.7963  -19.8741  -4.9970
C  -18.7243  -14.3069  -14.1577
H  -17.7148  -16.0285  -14.9271
H  -9.5355  -15.9402  -7.4424
C  -19.8507  -14.8304  -3.3915
C  -17.9595  -16.2897  -3.7387
H  -21.5626  -18.7517  -9.1736
H  -16.7005  -14.0295  -13.3419
O  -16.7377  -16.3146  -10.4164
H  -12.3745  -15.0077  0.2589
C  -15.0016  -12.5750  -2.0950
H  -20.9315  -13.9508  -5.9015
H  -17.3719  -12.7317  -5.7134
H  -21.9062  -13.2884  -2.4767
C  -16.0814  -16.9760  -11.4888
H  -17.9774  -14.6655  -12.1964
C  -19.6386  -17.6940  -8.6106
N  -18.4600  -13.6207  -15.3978
H  -10.6120  -13.8878  -8.0670
C  -19.0934  -16.5838  -7.6808
H  -18.8901  -18.4360  -8.8888
H  -18.8215  -16.4121  -13.5647
H  -12.3795  -11.4983  -3.7897
H  -17.5068  -13.8654  -15.6249
H  -20.3966  -16.2377  -9.7808
H  -15.7747  -13.5239  -3.9455
H  -11.0031  -15.7048  -1.7431
H  -11.2492  -14.2385  -13.2035
H  -14.2764  -14.5965  -8.6311
H  -13.7732  -11.9378  -11.5549
C  -11.6920  -15.8557  0.3165
H  -21.7939  -17.6451  -7.8865
C  -9.5021  -16.8965  -0.6859
H  -15.8884  -18.4678  -1.8107
H  -14.2022  -17.6254  -3.5902
H  -19.4036  -16.0573  -15.2415
N  -10.4406  -12.1713  -11.8045
O  -6.7761  -20.0172  -4.4462
H  -20.1184  -18.4662  -5.7077
H  -8.8989  -14.6049  -0.9763
H  -8.9059  -16.8616  0.2260
H  -15.9780  -18.0083  -11.1545
H  -11.9348  -11.8792  -13.1470
C  -17.9546  -12.9169  -6.6158
O  -14.0850  -15.2222  -4.7947
H  -13.7373  -16.8041  -7.6709
O  -10.5110  -12.7070  -2.4695
H  -20.7169  -20.1427  -5.5371
H  -15.7431  -20.6142  -2.7535
H  -14.0888  -17.7482  1.1326
C  -10.5346  -16.0405  -7.8666
H  -9.9172  -17.8937  -0.8326
H  -10.4316  -11.1614  -11.7933
O  -15.0454  -19.9848  -2.9501
H  -8.8219  -16.7666  -1.5277
O  -17.3511  -12.5744  -7.7889
H  -16.1673  -15.3432  -6.5462
C  -18.6784  -15.8143  -14.4648
H  -13.9330  -17.0635  -1.9674
H  -12.5253  -13.8344  -9.2250
H  -12.1203  -21.1400  -7.2325
H  -19.8535  -15.8231  -7.5025
O  -12.1787  -14.7204  -9.0964
H  -19.1955  -14.0112  -3.6875
H  -16.6216  -16.7955  -12.4181
H  -14.1884  -16.1379  0.6131
H  -19.5847  -11.9974  -5.5190
H  -13.2793  -11.8759  -7.9399
H  -12.9080  -13.9478  -13.0472
H  -21.8458  -18.8027  -5.6570
C  -7.9144  -19.2398  -4.9076
H  -17.2560  -11.7210  -10.6712
H  -15.4567  -17.2025  -7.9939
H  -15.3538  -13.3886  -1.4610
H  -9.5076  -14.4956  0.4436
H  -14.5513  -15.3987  -11.8641
C  -12.9784  -19.8266  -5.7739
H  -14.8602  -17.2231  -6.3472
O  -15.2488  -11.3528  -1.3915
C  -14.0181  -17.9668  -2.5716
C  -21.3755  -14.6000  -3.8708
O  -12.6077  -12.1539  -9.8595
H  -11.2024  -16.1335  -7.0101
N  -7.0286  -17.1612  -3.9770
H  -10.1552  -14.5654  -9.5522
H  -13.1679  -10.3705  -8.9019
H  -14.0848  -16.8869  -12.3325
H  -15.5306  -11.7283  -4.0724
C  -21.0606  -18.3381  -8.2990
C  -14.1724  -14.5702  -6.0432
C  -15.1939  -15.2966  -7.0345
H  -11.1005  -15.7140  1.2210
H  -18.1663  -13.9839  -6.5455
H  -21.2738  -15.6486  -5.8002
C  -8.1549  -18.1089  -3.8908
H  -13.2399  -14.5352  -6.6064
H  -10.5403  -16.9997  -8.3841
H  -12.0527  -19.2815  -5.5896
O  -13.2859  -20.8805  -4.9044
H  -11.9130  -14.4500  -11.5861
H  -17.6776  -17.3042  -4.0208
C  -14.9415  -18.9885  -1.9536
H  -10.5013  -13.3852  -1.7901
H  -7.6774  -18.8752  -5.9071
H  -14.0486  -16.6467  -10.6125
C  -10.5665  -15.7638  -0.7461
C  -14.6291  -16.4260  -11.5083
O  -12.4695  -17.0211  0.3210
C  -12.9243  -20.4045  -7.2071
N  -19.7321  -16.9938  -9.8627
O  -19.3418  -16.1312  -3.8166
C  -13.4193  -11.4309  -8.9250
C  -11.8052  -12.3606  -12.1777
C  -15.7688  -12.5687  -3.4205
H  -8.2441  -18.5602  -2.9026
H  -14.5454  -13.5538  -5.9170
H  -20.1571  -17.6563  -10.4956
H  -12.8690  -19.6872  -8.0260
H  -16.0934  -11.4079  -0.9386
H  -9.6612  -16.5035  -3.8265
H  -15.7037  -15.1858  -8.9740
H  -16.7271  -13.2704  -8.0076
H  -9.3711  -17.2408  -5.4316
H  -19.8575  -14.7749  -2.3029
H  -13.9085  -20.5991  -4.2301
N  -15.2281  -14.6111  -8.2932
C  -10.8010  -14.7580  -8.6955
C  -12.7786  -11.6799  -11.1909
C  -19.1411  -11.9031  -6.5102
H  -15.9281  -12.1966  -11.6535
C  -6.3514  -20.9355  -5.4050
H  -10.6255  -10.8655  -1.4143
H  -14.4569  -11.5585  -9.2333